Record 1
{"formula": "C5H10O", "method": "ωB97M-V/def2-TZVPD", "multiplicity": 1, "homo_ha": -0.348, "orbital_gap_ha": 0.385, "e_above_lowest_ev": 1.693, "smiles": "C[C@H]1CCC1=O.[H][H]", "lumo_ev": 1.00, "elements": ["C", "C", "C", "C", "C", "O", "H", "H", "H", "H", "H", "H", "H", "H", "H", "H"], "xyz": [[1.4178, -0.9599, 0.0952], [0.3184, 0.0421, 0.4173], [0.4870, 1.5113, -0.0665], [-0.8646, 1.4481, -0.8250], [-0.9185, -0.0389, -0.4845], [-1.5944, -0.9512, -0.8758], [1.1462, -1.9610, 0.4436], [1.5820, -1.0164, -0.9872], [2.3629, -0.6707, 0.5672], [0.0405, -0.0136, 1.4781], [0.5435, 2.2606, 0.7263], [1.3465, 1.6371, -0.7315], [-1.6787, 2.0158, -0.3624], [-0.8522, 1.6629, -1.8976], [-1.6911, -2.5088, 1.6469], [-1.6467, -2.3412, 0.9217]], "mulliken_charge": [-1.412, 0.402, -0.688, -0.406, 0.205, -0.564, 0.330, 0.341, 0.372, 0.359, 0.285, 0.279, 0.240, 0.273, 0.224, -0.240]}

=====

Record 2
{"formula": "C4H9IS", "method": "ωB97M-V/def2-TZVPD", "multiplicity": 1, "homo_ha": [-0.285, -0.259], "orbital_gap_ha": [0.308, 0.268], "e_above_lowest_ev": 2.603, "lumo_ev": [0.62, 0.23], "elements": ["C", "C", "C", "C", "S", "I", "H", "H", "H", "H", "H", "H", "H", "H", "H"], "xyz": [[1.7760, -0.5355, 0.6384], [-0.8893, 1.5250, -0.9262], [0.4735, -1.2292, 0.7696], [-1.4573, 0.8665, 0.2774], [-0.1078, -2.3609, -0.3806], [-3.0527, -0.4593, -0.0266], [2.5784, -1.1253, 1.0988], [1.7346, 0.4200, 1.1572], [2.0308, -0.3636, -0.4065], [-0.7227, 0.8033, -1.7283], [0.0639, 1.9923, -0.6682], [-1.5477, 2.3096, -1.3202], [0.0551, -1.3791, 1.7484], [-1.5473, 1.4422, 1.1810], [0.6125, -1.9059, -1.4143]], "mulliken_charge": [-0.982, -0.875, -0.190, -0.533, -0.136, 0.032, 0.305, 0.247, 0.326, 0.275, 0.270, 0.350, 0.384, 0.427, 0.100]}

=====

Record 3
{"formula": "C5H12NO", "method": "ωB97M-V/def2-TZVPD", "multiplicity": 1, "homo_ha": -0.059, "total_charge": -1, "orbital_gap_ha": 0.207, "e_above_lowest_ev": 3.685, "lumo_ev": 4.04, "elements": ["C", "N", "C", "C", "C", "O", "C", "H", "H", "H", "H", "H", "H", "H", "H", "H", "H", "H", "H"], "xyz": [[2.0663, -0.6359, 0.2047], [1.5957, 0.5158, -0.5171], [0.4226, 0.2708, -1.3160], [-0.9124, 0.7041, -0.6687], [-1.8516, -0.3932, -0.3034], [-3.0104, -0.2857, 0.0853], [1.6114, -0.6133, 1.6589], [3.1721, -0.6554, 0.1444], [1.7828, -1.5542, -0.3684], [-0.9898, 2.4908, 1.3936], [0.3701, -0.8061, -1.4935], [0.4764, 0.7064, -2.3250], [-1.2984, 1.6997, -0.8393], [-1.0333, 0.4602, 0.4616], [-1.3186, -1.3631, -0.3665], [-0.6430, 3.0686, 1.7683], [1.7827, -1.5122, 2.2828], [0.5606, -0.3381, 1.6368], [2.1404, 0.1908, 2.1690]], "mulliken_charge": [-0.334, -0.804, -0.595, -0.349, -0.042, -0.606, -0.995, 0.262, 0.291, -0.238, 0.284, 0.329, 0.544, -0.132, 0.354, 0.243, 0.382, 0.153, 0.252]}

=====

Record 4
{"formula": "C17H20Cl3NO3S2W", "method": "ωB97M-V/def2-TZVPD", "multiplicity": 3, "homo_ha": [-0.003, -0.003], "total_charge": -2, "orbital_gap_ha": [0.167, 0.167], "s_squared": 2.015, "lumo_ev": [4.45, 4.45], "elements": ["C", "C", "C", "C", "C", "C", "C", "C", "C", "C", "W", "Cl", "Cl", "Cl", "H", "H", "H", "H", "H", "H", "H", "H", "H", "H", "H", "H", "H", "H", "H", "O", "H", "O", "S", "O", "N", "C", "S", "C", "C", "C", "C", "C", "C", "H", "H", "H", "H"], "xyz": [[-0.9182, 1.3985, -2.8075], [-1.7609, 0.2480, -2.6725], [-0.9251, -0.8908, -2.4428], [-3.2147, 0.1920, -3.0077], [0.4430, -0.4357, -2.3731], [0.4496, 0.9802, -2.5986], [1.6841, 1.7696, -2.8538], [-1.3858, 2.7013, -3.3619], [-1.3940, -2.3021, -2.5297], [1.6627, -1.2952, -2.3625], [-0.6640, 0.5660, -0.6889], [-2.8413, 0.5688, 0.2014], [-0.6025, 2.9414, -0.3986], [-0.2450, -1.5262, 0.4146], [-3.7163, 1.1340, -2.7643], [-3.7136, -0.6255, -2.4772], [-3.3444, 0.0154, -4.0834], [-2.2955, -2.4456, -1.9213], [-0.6252, -3.0045, -2.1926], [-1.6536, -2.5618, -3.5672], [1.5251, -2.1718, -1.7216], [2.5317, -0.7335, -2.0038], [1.8923, -1.6474, -3.3788], [2.5321, 1.3475, -2.3014], [1.5810, 2.8144, -2.5466], [1.9419, 1.7545, -3.9235], [-2.3037, 3.0338, -2.8608], [-1.6186, 2.5952, -4.4320], [-0.6244, 3.4808, -3.2561], [2.5853, 4.3699, -1.1624], [3.0782, 4.6169, -0.3383], [3.8887, -0.5300, 4.5605], [2.9269, -1.2143, 3.7320], [3.2772, -2.4893, 3.1533], [2.2868, -0.1933, 2.5804], [1.0119, 0.0847, 2.7524], [0.3981, 1.2877, 1.7238], [0.3892, -0.5779, 3.9066], [-0.9128, -0.5627, 4.4101], [-1.2048, -1.2412, 5.6015], [-0.1960, -1.9369, 6.2883], [1.1060, -1.9886, 5.7643], [1.3644, -1.3191, 4.5802], [-1.6828, -0.0332, 3.8476], [-2.2169, -1.2314, 6.0108], [-0.4142, -2.4279, 7.2391], [1.9180, -2.5146, 6.2621]], "mulliken_charge": [0.727, 0.068, 1.326, -1.682, 0.606, 1.012, -1.628, -1.850, -1.841, -1.818, 0.790, -0.478, -0.396, -0.521, 0.368, 0.365, 0.324, 0.389, 0.352, 0.326, 0.365, 0.400, 0.274, 0.394, 0.273, 0.227, 0.391, 0.336, 0.415, -1.100, 0.102, -0.657, 1.107, -0.642, -0.451, 0.019, -0.168, 0.751, -0.466, -0.569, -0.371, -0.544, -0.034, 0.448, 0.359, 0.337, 0.365]}

=====

Record 5
{"formula": "C5H8N2", "method": "ωB97M-V/def2-TZVPD", "multiplicity": 1, "homo_ha": -0.369, "orbital_gap_ha": 0.401, "e_above_lowest_ev": 1.297, "smiles": "CC1(C)N[C@H]1C#N", "lumo_ev": 0.89, "elements": ["C", "C", "C", "N", "C", "C", "N", "H", "H", "H", "H", "H", "H", "H", "H"], "xyz": [[1.3586, -0.4577, -0.1587], [-0.0721, 0.0161, -0.2959], [-0.3102, 1.1113, -1.3270], [-1.1376, -0.9733, -0.1742], [-0.9609, -0.0024, 0.9089], [-0.4094, -0.4071, 2.1860], [0.0540, -0.7200, 3.1997], [2.0296, 0.3775, 0.0683], [1.6824, -0.9067, -1.1041], [1.4697, -1.2045, 0.6344], [-1.1261, 0.8237, -1.9947], [-0.5755, 2.0541, -0.8397], [0.5838, 1.2926, -1.9322], [-0.7664, -1.8828, 0.0945], [-1.7641, 0.7264, 0.9908]], "mulliken_charge": [-1.498, 1.369, -1.413, -0.735, -0.317, 0.162, -0.461, 0.341, 0.377, 0.409, 0.383, 0.309, 0.345, 0.328, 0.400]}

=====

Record 6
{"formula": "C7H11N2OS", "method": "ωB97M-V/def2-TZVPD", "multiplicity": 1, "homo_ha": [-0.480, -0.480], "total_charge": 1, "orbital_gap_ha": [0.290, 0.290], "e_above_lowest_ev": 3.946, "lumo_ev": [-5.17, -5.17], "elements": ["C", "C", "C", "C", "C", "C", "C", "N", "N", "O", "S", "H", "H", "H", "H", "H", "H", "H", "H", "H", "H", "H"], "xyz": [[1.6033, -0.4084, 1.1840], [1.5023, -2.0521, -0.5702], [-1.9170, 0.2917, -0.2066], [-0.5329, 0.7639, -0.7464], [-0.7483, -0.5752, -0.1735], [-3.0513, -0.1505, -1.0596], [0.0847, 1.9369, 0.0148], [2.1977, -1.2656, 0.2805], [2.4275, 0.0231, 2.0840], [1.9708, -2.7652, -1.4033], [-0.3206, -2.1603, -0.1542], [-2.1578, 0.7138, 0.8770], [-0.2279, 0.6584, -1.8836], [-2.9087, -1.1148, -1.6241], [-3.2078, 0.6249, -1.8731], [-4.0710, -0.2872, -0.5927], [1.0897, 2.3575, -0.4598], [-0.0046, 1.7370, 1.1666], [-0.6801, 2.7248, -0.1701], [3.2071, -1.4077, 0.3535], [2.2499, 0.6146, 2.7892], [3.4951, -0.2595, 2.1674]], "mulliken_charge": [-0.269, 0.624, 0.295, 0.411, -0.041, -1.280, -1.208, -0.104, -0.191, -0.451, -0.056, 0.337, 0.325, 0.355, 0.281, 0.336, 0.293, 0.243, 0.421, 0.256, 0.206, 0.218]}